[1]
# C4H8O2

An isolated molecule of C4H8O2 in a non-equilibrium geometry (ωB97M-V/def2-TZVPD, OMol25).

Computed properties:
HOMO-LUMO gap, eV: 9.300
LUMO, eV: 1.08
HOMO energy, eV: -8.22
SMILES: OCC[C@H]1CO1
Energy relative to the best compared isomer or geometry (same formula, charge and spin), eV: 6.206
Strongest force on any atom, eV/A: 4.26
E, Eh: -307.48437

XYZ file:
```
14
Properties=species:S:1:pos:R:3:forces:R:3:lowdin_charge:R:1
O 0.712 -1.370 0.266 3.42 -2.53 0.23 -0.2141
C -0.369 -1.889 -0.581 1.26 1.88 2.70 -0.0677
C -0.922 -0.228 0.102 -1.70 -0.56 -1.45 -0.0467
C -0.210 1.116 -0.211 -0.38 -0.58 -0.40 -0.2709
C 0.828 1.771 0.612 -0.18 -0.12 0.20 -0.0979
O 1.157 1.148 -0.623 0.15 -0.13 -0.21 -0.0710
H 1.158 -0.737 -0.319 0.24 -0.20 0.41 0.0498
H 0.152 -2.513 -1.390 -1.31 1.78 -0.10 0.1061
H -0.910 -2.673 -0.019 -0.03 0.77 0.04 0.0758
H -1.870 -0.221 -0.359 -1.54 0.92 -0.11 0.0459
H -1.017 -0.324 1.208 0.14 -0.68 -1.12 0.1186
H -0.843 1.784 -0.798 0.17 -0.14 0.01 0.1368
H 1.201 1.276 1.508 -0.05 -0.06 -0.19 0.1202
H 0.932 2.861 0.605 -0.19 -0.36 -0.01 0.1152
```
Positions in Å, forces in eV/Å.

[2]
# C4H8O2

An isolated molecule of C4H8O2 (ωB97M-V/def2-TZVPD, OMol25).

Computed properties:
HOMO-LUMO gap, eV: 10.568
LUMO, eV: 0.88
HOMO energy, eV: -9.68
SMILES: COCCC=O
Energy relative to the best compared isomer or geometry (same formula, charge and spin), eV: 1.713
Strongest force on any atom, eV/A: 0.48
E, Eh: -307.64948

XYZ file:
```
14
Properties=species:S:1:pos:R:3:forces:R:3:lowdin_charge:R:1
C 2.062 0.556 -0.590 0.30 0.03 -0.06 -0.1162
O 0.659 0.486 -0.537 -0.11 -0.04 -0.13 -0.2013
C 0.242 -0.375 0.493 -0.06 -0.20 0.23 -0.2483
C -1.261 -0.666 0.400 -0.06 -0.06 0.06 -0.1169
C -2.160 0.417 -0.166 -0.25 -0.04 0.09 -0.2514
O -3.290 0.589 0.229 0.47 0.01 -0.09 0.0411
H 2.333 1.253 -1.385 -0.03 -0.10 0.11 0.0908
H 2.490 -0.435 -0.810 -0.02 0.17 0.00 0.0900
H 2.492 0.909 0.362 -0.14 -0.03 -0.16 0.0920
H 0.506 0.072 1.468 -0.21 -0.03 -0.15 0.1269
H 0.804 -1.323 0.431 -0.15 0.12 0.02 0.1208
H -1.645 -0.944 1.385 0.01 0.06 -0.11 0.1204
H -1.457 -1.533 -0.250 0.22 0.16 0.01 0.1272
H -1.773 0.995 -1.028 0.04 -0.06 0.18 0.1251
```
Positions in Å, forces in eV/Å.

[3]
# C4H8O2P

The ion C4H8O2P with charge -1 in a non-equilibrium geometry (ωB97M-V/def2-TZVPD, OMol25).

Computed properties:
HOMO-LUMO gap, eV: 6.373
Net charge: -1
LUMO, eV: 4.10
HOMO energy, eV: -2.27
SMILES: CC(C)=[PH2]C(=O)[O-]
Energy relative to the best compared isomer or geometry (same formula, charge and spin), eV: 3.841
Strongest force on any atom, eV/A: 3.87
E, Eh: -648.98312

XYZ file:
```
15
Properties=species:S:1:pos:R:3:forces:R:3:lowdin_charge:R:1
C -0.964 -0.615 0.364 -0.45 -0.60 -1.10 -0.2575
C 0.274 -0.333 -0.428 1.56 0.61 2.33 -0.6812
C 0.102 0.187 -1.768 2.88 -0.64 -1.05 -0.2493
P 1.629 0.092 0.690 -2.06 0.37 -1.92 0.9353
C 3.618 0.216 0.120 -1.39 3.44 -1.12 -0.8429
O 4.204 -0.642 0.672 1.64 -2.38 1.12 -0.0142
O 3.832 1.216 -0.567 -0.21 -0.88 0.19 -0.0737
H -1.736 -0.816 -0.463 0.62 -0.47 1.36 0.0659
H -0.695 -1.534 1.009 -1.31 1.48 -0.36 0.0655
H -1.405 0.303 0.861 0.38 -0.99 0.39 0.0532
H -0.311 1.107 -1.966 -2.25 2.49 0.00 0.0110
H 1.123 0.485 -2.116 -0.33 -1.00 -0.42 0.0703
H -0.376 -0.570 -2.396 0.16 0.06 -0.39 0.0607
H 1.488 -1.032 1.377 0.41 -1.79 1.57 -0.0832
H 1.263 0.892 1.894 0.37 0.30 -0.59 -0.0600
```
Positions in Å, forces in eV/Å.

[4]
# C4H8O2P

A cluster of 2 separate species, C4H8O2P in total in a non-equilibrium geometry (ωB97M-V/def2-TZVPD, OMol25).

Computed properties:
2S+1: 3
HOMO-LUMO gap (alpha / beta), eV: 6.379 / 6.013
Net charge: -1
LUMO (alpha / beta), eV: 3.87 / 2.83
HOMO energy (alpha / beta), eV: -2.51 / -3.18
Energy relative to the best compared isomer or geometry (same formula, charge and spin), eV: 0.773
Expectation value of S²: 2.0072
Strongest force on any atom, eV/A: 3.49
E, Eh: -648.94783

XYZ file:
```
15
Properties=species:S:1:pos:R:3:forces:R:3:lowdin_charge:R:1
C 2.449 -0.368 0.338 -2.01 1.41 -1.27 -1.0238
C -1.823 -0.465 0.345 -1.23 -0.52 -1.46 -0.2252
C 0.593 1.803 -0.470 -0.19 2.16 -2.74 -0.4775
C -0.908 -1.547 -0.129 -1.92 -1.22 0.20 -0.1616
O 2.419 0.256 1.374 -0.08 1.27 1.85 -0.1014
O 3.047 -1.333 -0.040 1.91 -2.78 -0.89 -0.1248
P 1.194 0.197 -1.103 1.06 0.34 0.18 0.8510
H -2.842 -0.928 0.490 0.57 0.33 -0.18 0.0698
H -1.507 -0.230 1.326 0.30 1.19 0.90 0.0453
H -1.988 0.390 -0.372 0.41 -0.79 0.99 0.0590
H 1.052 2.170 0.466 -0.37 -0.27 -0.46 0.0134
H -0.503 1.735 -0.495 0.22 0.21 0.77 -0.0473
H 0.707 2.613 -1.391 0.18 -1.60 2.27 0.0499
H -1.227 -2.081 -1.033 0.56 0.34 0.05 0.0324
H -0.664 -2.212 0.695 0.60 -0.06 -0.20 0.0409
```
Positions in Å, forces in eV/Å.

[5]
# C4H8O2S2

An isolated molecule of C4H8O2S2 in a non-equilibrium geometry (ωB97M-V/def2-TZVPD, OMol25).

Computed properties:
HOMO-LUMO gap, eV: 9.485
LUMO, eV: 0.45
HOMO energy, eV: -9.03
Energy relative to the best compared isomer or geometry (same formula, charge and spin), eV: 3.077
Strongest force on any atom, eV/A: 3.75
E, Eh: -1103.97591

XYZ file:
```
16
Properties=species:S:1:pos:R:3:forces:R:3:lowdin_charge:R:1
C 1.213 -1.220 0.200 -1.78 2.42 -0.12 -0.3432
C 0.848 -0.174 1.246 0.06 2.45 -2.84 -0.3544
C -1.205 0.890 -0.313 0.87 1.95 -2.30 -0.4306
C -1.022 -0.258 -1.271 0.16 -1.01 -0.68 -0.3687
H 2.221 -1.491 0.258 1.65 -0.24 -0.17 0.0731
H 0.627 -2.090 0.296 -0.82 -1.19 0.10 0.0722
H 1.057 -0.514 2.173 0.55 -1.17 3.19 0.0445
H 1.385 0.815 1.144 -0.33 -1.11 -0.27 0.1235
H -2.160 1.435 -0.531 0.33 -0.94 1.13 0.1138
H -0.460 1.712 -0.678 -0.73 -1.39 1.11 0.1211
H -1.289 -1.249 -0.830 -0.60 0.68 -0.57 0.0772
H -1.525 -0.037 -2.304 1.28 -0.78 1.89 0.1334
O 1.325 0.902 -1.492 0.56 -0.54 0.23 -0.5501
O -0.958 1.480 2.196 0.18 1.71 1.64 -0.5006
S 0.843 -0.515 -1.444 -0.40 0.66 -1.41 0.9155
S -0.899 0.313 1.350 -1.00 -1.52 -0.93 0.8736
```
Positions in Å, forces in eV/Å.

[6]
# C4H8O2S2

An isolated molecule of C4H8O2S2 in a non-equilibrium geometry (ωB97M-V/def2-TZVPD, OMol25).

Computed properties:
HOMO-LUMO gap, eV: 9.768
LUMO, eV: 0.40
HOMO energy, eV: -9.37
Energy relative to the best compared isomer or geometry (same formula, charge and spin), eV: 3.004
Strongest force on any atom, eV/A: 3.41
E, Eh: -1103.97858

XYZ file:
```
16
Properties=species:S:1:pos:R:3:forces:R:3:lowdin_charge:R:1
C 1.113 1.149 0.120 -2.06 2.58 0.84 -0.3897
C -0.133 1.129 -0.826 0.26 0.65 0.84 -0.3688
C 0.486 -1.460 -0.380 1.23 -0.56 -1.45 -0.4085
C -0.162 -1.141 0.939 -0.13 -0.52 1.64 -0.3306
H 1.396 2.215 0.381 -0.65 -0.95 -0.21 0.1067
H 2.037 0.781 -0.231 0.85 -1.08 -0.43 0.0587
H 0.003 1.883 -1.614 -0.43 0.05 0.44 0.0760
H -1.048 1.347 -0.140 1.27 -0.57 -1.55 0.1220
H 0.314 -2.465 -0.884 0.11 0.86 1.32 0.1075
H 1.607 -1.288 -0.338 -1.23 -0.50 -0.08 0.0946
H -1.235 -0.846 0.861 0.69 -0.41 -0.02 0.0921
H -0.055 -2.010 1.707 -0.19 1.65 -1.28 0.1183
O -0.677 1.161 2.214 0.65 0.13 -0.55 -0.5436
O -1.515 -0.917 -2.006 -0.34 0.15 -0.08 -0.5248
S 0.557 0.462 1.746 -0.29 -1.60 -0.49 0.9053
S -0.138 -0.439 -1.779 0.27 0.12 1.05 0.8847
```
Positions in Å, forces in eV/Å.

[7]
# C4H8O2S2

A cluster of 3 separate species, C4H8O2S2 in total in a non-equilibrium geometry (ωB97M-V/def2-TZVPD, OMol25).

Computed properties:
HOMO-LUMO gap, eV: 3.873
LUMO, eV: -4.57
HOMO energy, eV: -8.44
Energy relative to the best compared isomer or geometry (same formula, charge and spin), eV: 6.093
Strongest force on any atom, eV/A: 1.73
E, Eh: -1103.86506

XYZ file:
```
16
Properties=species:S:1:pos:R:3:forces:R:3:lowdin_charge:R:1
C 2.075 1.717 0.538 -0.62 -0.13 0.83 -0.0734
C 1.890 -0.771 -0.785 1.64 -0.53 0.13 -0.6311
O 2.753 -0.443 -1.594 -0.69 0.15 -0.11 0.0094
O 1.940 -1.156 0.393 -1.03 -0.18 -0.10 0.0004
C 0.769 1.756 0.730 0.32 0.56 -0.44 -0.1689
S -1.845 0.849 -0.912 0.35 -1.29 0.97 0.3869
S -1.908 -0.328 0.648 -0.27 0.94 -1.04 0.5029
C -2.909 -1.687 0.034 0.59 -1.09 -0.13 -0.4386
H 2.482 2.210 -0.332 0.51 -0.30 0.07 0.0675
H 2.606 1.119 1.267 0.81 0.40 -0.35 0.0649
H 0.827 -0.806 -1.217 -0.66 0.39 -0.19 0.1227
H 0.198 2.202 -0.069 -0.47 0.29 0.50 -0.0183
H 0.319 1.327 1.620 -0.19 -0.03 -0.24 0.0380
H -2.756 -2.593 0.635 -0.04 0.43 0.28 0.0522
H -2.469 -1.937 -0.934 -0.40 0.15 -0.12 0.0347
H -3.971 -1.459 -0.022 0.13 0.24 -0.06 0.0508
```
Positions in Å, forces in eV/Å.

[8]
# C4H8O2S2

An isolated molecule of C4H8O2S2 in a non-equilibrium geometry (ωB97M-V/def2-TZVPD, OMol25).

Computed properties:
2S+1: 3
HOMO-LUMO gap (alpha / beta), eV: 6.669 / 7.518
LUMO (alpha / beta), eV: 0.53 / -2.45
HOMO energy (alpha / beta), eV: -6.14 / -9.97
Energy relative to the best compared isomer or geometry (same formula, charge and spin), eV: 0.000
Expectation value of S²: 2.0083
Strongest force on any atom, eV/A: 4.38
E, Eh: -1103.86375

XYZ file:
```
16
Properties=species:S:1:pos:R:3:forces:R:3:lowdin_charge:R:1
C 1.109 1.121 -1.060 1.18 -1.65 0.76 -0.3819
C 0.433 0.677 0.149 -2.97 -2.92 -1.09 -0.7061
C -0.430 1.384 1.176 0.95 0.17 -1.26 -0.1019
C -1.414 -1.574 -0.398 3.95 -1.41 1.25 -0.0700
O 0.562 -1.671 1.371 -0.07 -0.74 1.65 -0.3365
O 1.314 -1.612 -0.938 -0.02 -0.41 -1.15 -0.3494
S 2.556 0.945 0.225 1.82 1.10 -1.61 0.8066
S 0.369 -1.190 0.050 -1.81 2.71 1.18 0.5849
H 1.238 0.257 -1.810 0.10 1.60 1.06 0.0938
H 0.900 2.061 -1.528 0.33 0.68 0.08 0.0721
H -1.415 1.530 0.669 0.35 0.10 0.99 0.0805
H 0.037 2.420 1.394 -0.83 -1.71 0.09 0.1062
H -0.441 0.653 2.019 -0.38 1.15 -0.18 0.0850
H -2.000 -1.046 0.265 -1.35 1.33 1.09 0.0307
H -1.374 -1.327 -1.388 -0.90 0.60 -2.66 0.0240
H -1.445 -2.627 -0.197 -0.35 -0.60 -0.19 0.0621
```
Positions in Å, forces in eV/Å.